70
Properties=species:S:1:pos:R:3:forces:R:3:lowdin_charge:R:1 method="wB97M-V/def2-TZVPD" de_lowest_ev=0.000 orbital_gap_ev=5.814 spin_multiplicity=1 homo_ev=-9.6 e_tot_ha=-2628.780134 total_charge=+1
Pt -0.788084 1.089620 0.395387 -0.135 -0.150 0.434 1.051
O 1.126588 -0.856699 1.725273 -0.750 0.328 -0.317 0.111
C 2.369285 -0.833154 1.951062 0.279 -0.056 0.464 -0.184
C 3.855603 -0.754299 -1.300757 0.337 0.070 -0.090 -0.419
O 4.994695 -0.553107 -1.228287 -0.093 -0.021 0.052 0.216
O 2.718378 -0.956521 -1.369760 -0.238 -0.114 0.049 0.176
C 2.938091 -2.108415 2.386538 0.087 -0.020 -0.075 -0.143
C 4.286540 -2.411529 2.163477 -0.079 0.051 -0.029 -0.011
C 4.783449 -3.651952 2.520804 0.014 -0.023 0.033 -0.046
C 3.950121 -4.584996 3.121709 -0.007 0.023 -0.005 -0.043
C 2.610740 -4.288865 3.352018 0.021 -0.051 0.021 -0.049
C 2.101364 -3.064001 2.974610 -0.061 0.062 -0.026 0.005
C 3.162586 0.379525 1.854220 0.134 0.037 0.003 -0.155
C 2.884545 1.330163 0.868651 -0.005 -0.001 -0.079 -0.034
C 3.647190 2.483268 0.807674 0.024 0.043 -0.009 -0.035
C 4.657066 2.710308 1.733133 -0.029 -0.048 -0.006 -0.036
C 4.920852 1.776383 2.730203 -0.016 0.021 -0.031 -0.048
C 4.189446 0.606683 2.784798 -0.033 -0.022 0.005 -0.013
H 0.592740 0.023988 1.406653 0.397 -0.329 -0.234 0.065
H 4.934513 -1.692816 1.683513 0.021 0.058 -0.046 0.119
H 5.820460 -3.891164 2.330371 0.002 0.002 0.000 0.116
H 4.343997 -5.550327 3.410356 0.002 -0.006 -0.002 0.116
H 1.968668 -5.020097 3.823064 -0.008 -0.001 0.003 0.114
H 1.059767 -2.825321 3.141042 0.008 -0.014 0.004 0.122
H 2.104109 1.178917 0.125861 -0.010 0.069 0.076 0.047
H 3.445990 3.207939 0.029870 -0.008 -0.009 0.014 0.105
H 5.243054 3.618351 1.679559 0.002 0.005 0.004 0.116
H 5.696008 1.962198 3.460495 0.006 -0.002 0.003 0.114
H 4.378700 -0.111711 3.570235 0.008 -0.026 0.000 0.124
C -3.078396 -2.638863 -0.183976 -0.002 -0.012 0.003 -0.017
C -2.190389 -1.566238 -0.344070 0.014 0.002 0.034 -0.116
N -2.027834 -0.647080 0.590158 -0.108 -0.033 0.170 -0.056
C -2.745315 -0.759223 1.733520 -0.032 -0.081 -0.039 -0.157
C -3.651039 -1.790620 1.982365 0.046 0.066 -0.010 -0.132
C -3.807646 -2.755148 0.971791 -0.005 -0.033 -0.010 0.016
C -4.358965 -1.796042 3.233831 0.008 -0.011 -0.001 -0.002
C -4.158451 -0.828386 4.155174 0.002 0.010 0.024 -0.003
C -3.230258 0.242982 3.916195 0.000 -0.015 -0.011 -0.132
C -2.969772 1.290804 4.816245 0.009 -0.001 -0.018 0.015
C -2.065129 2.263548 4.469281 0.013 0.006 -0.017 -0.024
C -1.418719 2.200236 3.227908 -0.069 -0.062 -0.001 -0.097
N -1.648008 1.223215 2.367137 0.003 0.026 -0.018 -0.068
C -2.535391 0.261224 2.706939 0.027 0.071 -0.011 -0.159
H -3.177604 -3.359687 -0.982922 0.007 0.007 -0.009 0.117
H -1.607615 -1.444792 -1.246014 0.002 -0.009 0.044 0.029
H -4.498845 -3.576733 1.112079 -0.007 0.003 -0.002 0.127
H -5.062624 -2.596098 3.424663 -0.004 -0.001 -0.006 0.123
H -4.699164 -0.841555 5.092742 -0.005 -0.005 -0.002 0.123
H -3.484033 1.325714 5.768261 -0.003 -0.001 0.002 0.127
H -1.845530 3.086539 5.134088 0.000 -0.005 0.006 0.115
H -0.710588 2.956222 2.916554 0.002 -0.006 0.002 0.115
Cl -2.725807 -0.750107 -3.727775 -0.015 0.032 -0.078 0.535
C -1.182808 -1.141596 -4.508336 -0.024 -0.016 0.054 -0.978
Cl 0.095913 -1.422275 -3.316809 0.038 -0.016 -0.058 0.550
H -0.893596 -0.304285 -5.132126 -0.003 0.008 0.019 0.027
H -1.319792 -2.044660 -5.090032 0.018 0.005 -0.001 0.028
C -1.579365 3.135239 -1.870121 -0.007 0.019 0.049 -0.097
C -0.071643 2.903678 -1.738474 0.111 -0.039 -0.216 -0.779
C 0.491024 2.432509 -3.087597 -0.037 0.058 0.037 -0.055
C 0.619412 4.208761 -1.328704 0.020 -0.041 0.081 -0.057
N 0.326995 1.907422 -0.759195 0.173 0.244 -0.185 -0.250
H -1.797824 3.866845 -2.652028 -0.007 -0.006 0.005 0.083
H -1.991659 3.506469 -0.928590 0.001 -0.007 -0.007 0.064
H -2.081981 2.199429 -2.123951 -0.005 -0.006 -0.008 0.052
H 0.333370 3.190630 -3.857749 -0.018 -0.007 0.019 0.088
H -0.007326 1.513492 -3.395371 -0.006 -0.047 -0.019 0.039
H 1.558557 2.230252 -3.001361 0.015 0.004 -0.008 0.078
H 0.360038 5.009011 -2.023311 0.001 -0.008 -0.011 0.087
H 1.703787 4.082975 -1.331109 -0.039 0.019 0.002 0.063
H 0.301720 4.504069 -0.326109 0.018 0.011 -0.020 0.076

***

74
Properties=species:S:1:pos:R:3:forces:R:3:lowdin_charge:R:1 method="wB97M-V/def2-TZVPD" de_lowest_ev=0.000 orbital_gap_ev=7.545 spin_multiplicity=1 homo_ev=-7.3 e_tot_ha=-5307.689962
Li 1.786815 1.215141 1.621474 0.069 0.044 -0.036 0.488
Cl 0.981689 0.426996 4.019290 0.010 0.045 0.000 0.717
C 0.065608 -1.061050 3.932049 0.051 0.029 0.072 -0.634
C -0.062686 -1.785188 5.106102 -0.005 -0.004 0.007 -0.105
C -0.781600 -2.968321 5.091185 0.019 0.002 0.051 -0.071
C -1.360768 -3.412559 3.912446 -0.031 -0.031 -0.040 -0.069
C -1.219266 -2.673227 2.750333 0.015 0.033 -0.023 -0.068
C -0.501216 -1.475792 2.733137 -0.078 -0.080 -0.079 -0.391
P -0.285980 -0.481119 1.206256 0.013 0.020 0.047 1.075
C -0.618622 -1.723075 -0.085704 0.083 0.013 0.021 -0.387
C -1.821068 -1.843332 -0.774247 -0.036 -0.019 -0.032 -0.082
C -1.975952 -2.835417 -1.733834 -0.011 0.019 -0.001 -0.074
C -0.939597 -3.718869 -1.998247 0.011 0.006 0.017 -0.083
C 0.266226 -3.598826 -1.318640 -0.021 -0.031 -0.020 -0.085
C 0.430267 -2.596771 -0.376056 -0.017 0.021 -0.015 -0.112
C -1.793623 0.552076 1.221225 -0.056 -0.035 0.032 -0.381
C -2.683484 0.601282 2.289842 0.012 0.014 -0.015 -0.077
C -3.757854 1.484268 2.269948 -0.002 0.008 -0.001 -0.085
C -3.957266 2.318500 1.180772 -0.014 -0.004 -0.009 -0.093
C -3.077032 2.271626 0.106141 0.011 -0.009 0.003 -0.074
C -2.001288 1.400300 0.131888 0.011 0.009 -0.010 -0.114
H 0.401490 -1.423458 6.013098 -0.002 0.002 -0.006 0.106
H -0.882300 -3.543363 6.002138 -0.001 0.002 -0.002 0.109
H -1.921602 -4.337606 3.896171 0.003 0.001 -0.002 0.108
H -1.667404 -3.027270 1.830607 -0.001 -0.008 0.000 0.109
H -2.640156 -1.166279 -0.567459 0.004 0.001 0.007 0.103
H -2.911664 -2.916970 -2.272175 0.001 -0.007 0.002 0.105
H -1.070084 -4.498877 -2.738545 0.000 0.005 -0.003 0.103
H 1.093465 -4.264296 -1.533904 0.005 0.008 0.016 0.100
H 1.388577 -2.490200 0.122763 0.001 -0.008 -0.008 0.098
H -2.546070 -0.049461 3.144398 0.001 -0.002 -0.001 0.103
H -4.445126 1.508483 3.106719 -0.003 0.000 -0.002 0.105
H -4.796719 3.002113 1.165144 0.003 -0.001 0.001 0.105
H -3.221832 2.923119 -0.746407 -0.002 -0.002 0.005 0.110
H -1.311754 1.377240 -0.703929 -0.003 -0.010 0.002 0.084
N -2.111901 4.882801 2.767699 0.013 0.003 -0.001 0.133
C -1.113508 4.458393 1.922614 -0.019 0.011 0.011 -0.380
C -0.325567 3.339360 2.240171 -0.002 0.010 -0.003 -0.097
N 0.656673 2.945503 1.454841 -0.026 -0.041 0.005 0.022
C 0.899076 3.662981 0.348081 0.013 -0.005 0.001 -0.123
C 0.118815 4.761109 0.048533 0.006 0.001 -0.003 -0.105
N -0.892926 5.159338 0.819139 0.001 0.002 -0.002 0.131
H -2.548541 4.178272 3.338561 0.001 -0.001 0.000 0.086
H -2.749135 5.544418 2.353944 0.003 0.002 -0.002 0.097
H -0.520662 2.762069 3.137132 0.008 0.003 -0.004 0.092
H 1.728120 3.353421 -0.274983 -0.008 0.005 0.000 0.092
H 0.310155 5.342950 -0.845171 -0.006 0.000 0.003 0.110
C 5.309734 0.455350 0.468769 0.016 -0.035 0.007 -0.148
S 4.017464 1.644406 0.618576 -0.047 -0.033 -0.027 0.394
O 4.466947 2.865637 0.005905 -0.014 -0.013 0.003 -0.312
O 2.829056 1.042460 -0.063404 -0.087 0.086 0.091 -0.481
O 3.661800 1.735999 2.043507 -0.020 -0.043 -0.016 -0.424
H 5.523713 0.315304 -0.588519 -0.004 0.008 0.006 0.060
H 4.980112 -0.485148 0.904114 0.003 0.024 0.000 0.060
H 6.179458 0.848418 0.990436 -0.001 -0.010 0.000 0.069
C 1.975704 -3.321373 -4.419465 0.005 0.020 -0.003 -0.040
N 1.829124 -2.098491 -3.665944 -0.005 0.008 -0.014 -0.077
C 2.609430 -1.707647 -2.615860 -0.056 -0.020 0.006 -0.791
Se 4.001411 -2.631247 -1.868347 -0.008 0.003 0.004 0.584
N 2.127184 -0.518189 -2.197295 -0.243 -0.026 0.058 0.130
C 1.020392 -0.156118 -2.938535 0.025 -0.003 0.015 -0.175
C 0.189284 0.948207 -2.875803 -0.011 0.030 -0.006 -0.015
C -0.869576 0.993156 -3.772737 0.010 -0.011 0.005 -0.089
C -1.075137 -0.025646 -4.705600 0.003 0.004 0.003 -0.089
C -0.224782 -1.121635 -4.780385 -0.014 -0.009 -0.009 -0.009
C 0.823992 -1.165104 -3.877852 0.023 -0.043 0.006 -0.168
H 2.797071 -3.886481 -3.985971 0.005 0.001 -0.001 0.038
H 2.196008 -3.097628 -5.463868 0.001 -0.005 -0.001 0.099
H 1.054629 -3.904056 -4.360932 0.003 0.002 0.002 0.085
H 2.421530 -0.032845 -1.343567 0.386 0.041 -0.103 0.084
H 0.376302 1.744085 -2.165306 -0.002 -0.002 -0.005 0.104
H -1.544631 1.839311 -3.755800 0.002 -0.003 -0.004 0.101
H -1.908899 0.045070 -5.391470 0.002 -0.001 0.001 0.100
H -0.380064 -1.906217 -5.509212 0.001 0.006 0.002 0.111

***

78
Properties=species:S:1:pos:R:3:forces:R:3:lowdin_charge:R:1 method="wB97M-V/def2-TZVPD" orbital_gap_ev=8.818 spin_multiplicity=1 homo_ev=-9.6 smiles="C#C[C@@H](OC(=O)CCC)P(O)Cl.O=[N+]([O-])c1ccccc1.O=[N+]([O-])c1ccccc1.O=[N+]([O-])c1ccccc1.O=[N+]([O-])c1ccccc1" e_tot_ha=-3047.087742
C -2.461899 -3.040607 1.039705 0.036 0.128 -0.474 0.128
C -1.846586 -2.142509 0.536562 0.120 0.217 -0.390 -0.174
C -1.141695 -1.097132 -0.245227 0.055 0.145 1.370 -0.471
O -0.333819 -1.729748 -1.235512 -0.578 -0.354 -0.476 -0.021
C -0.652247 -1.493873 -2.562976 -0.088 0.284 -0.795 -0.478
O -0.247104 -0.494836 -3.083901 0.075 0.234 0.231 0.102
C -1.419861 -2.522275 -3.385460 0.441 -0.492 1.160 -0.100
C -2.641031 -3.166314 -2.727475 -0.374 -0.813 -1.042 -0.249
C -3.198287 -4.245052 -3.692205 -0.135 0.656 0.204 -0.106
P -2.493637 0.036325 -0.913182 -0.894 0.099 -0.826 0.663
O -1.742196 1.467425 -1.261775 0.047 -0.920 0.831 -0.340
Cl -3.568150 0.454894 0.838819 0.673 -0.018 -0.293 0.266
H -3.064590 -3.872363 1.312852 0.051 0.015 0.353 0.041
H -0.486405 -0.527273 0.421652 0.071 -0.016 -0.081 0.128
H -1.653766 -2.054525 -4.337690 -0.081 0.114 0.041 0.127
H -0.711262 -3.333086 -3.598086 0.088 0.091 -0.002 0.136
H -2.409816 -3.667025 -1.789667 0.146 0.399 0.184 0.096
H -3.442665 -2.442036 -2.602782 0.108 0.187 0.390 0.092
H -4.143259 -4.646091 -3.324142 0.089 -0.082 0.086 0.070
H -3.422989 -3.759224 -4.645389 0.107 -0.252 -0.115 0.073
H -2.496996 -5.065490 -3.840408 0.019 0.025 -0.076 0.073
H -2.445889 2.086406 -1.484070 0.013 0.308 -0.141 0.050
O -0.688524 4.837234 3.162856 0.014 0.059 0.058 0.080
N -0.647072 4.193139 2.135637 -0.118 0.010 0.077 -0.354
O -1.598765 4.004173 1.404144 -0.027 -0.025 -0.105 0.065
C 0.637148 3.588922 1.761752 0.324 -0.146 -0.072 -0.143
C 1.728492 3.754342 2.596929 0.098 0.053 0.172 0.001
C 2.932628 3.161536 2.251774 -0.035 -0.057 -0.129 -0.064
C 3.032977 2.421029 1.081259 0.022 -0.017 0.036 -0.076
C 1.931131 2.272434 0.250184 0.097 0.005 0.110 -0.059
C 0.722629 2.857282 0.590835 -0.095 -0.075 -0.225 -0.004
H 1.648278 4.330214 3.506915 -0.137 0.011 -0.029 0.120
H 3.791789 3.273747 2.898542 -0.015 0.008 0.022 0.109
H 3.973597 1.953766 0.817798 0.003 0.011 -0.006 0.107
H 2.010636 1.694879 -0.661219 -0.040 0.004 -0.010 0.110
H -0.132151 2.733635 -0.056310 -0.097 0.057 0.106 0.090
O 3.812587 -0.012074 4.164597 0.017 0.042 0.049 0.076
N 3.851696 -0.671338 3.146109 -0.089 0.090 0.013 -0.355
O 2.903145 -0.867927 2.414852 -0.076 -0.015 -0.072 0.070
C 5.138075 -1.270222 2.768862 0.293 -0.148 -0.077 -0.150
C 6.233398 -1.092333 3.595980 0.105 0.064 0.161 -0.003
C 7.440553 -1.675554 3.245275 -0.041 -0.059 -0.125 -0.064
C 7.540100 -2.421964 2.078292 -0.010 0.006 0.003 -0.070
C 6.433212 -2.583675 1.255192 0.078 0.049 0.114 -0.065
C 5.221559 -2.006005 1.599575 -0.065 -0.089 -0.180 -0.004
H 6.154267 -0.511553 4.502988 -0.142 0.010 -0.026 0.119
H 8.303755 -1.549904 3.884054 -0.010 0.016 0.015 0.109
H 8.483074 -2.880030 1.809976 -0.001 0.008 -0.003 0.108
H 6.513477 -3.163068 0.345894 -0.023 0.004 -0.007 0.109
H 4.358971 -2.133122 0.962154 -0.078 0.069 0.102 0.119
O 3.710060 -0.231633 -8.765304 0.049 -0.036 0.023 0.074
N 2.710686 0.441096 -8.917422 0.039 -0.037 -0.081 -0.357
O 2.362398 0.928752 -9.973083 -0.031 0.027 -0.046 0.076
C 1.865357 0.682405 -7.741487 -0.166 0.055 0.260 -0.152
C 2.252282 0.168752 -6.514921 0.096 -0.077 0.155 -0.001
C 1.462958 0.413352 -5.402321 -0.054 0.107 -0.163 -0.066
C 0.299485 1.163072 -5.527442 -0.002 0.087 -0.087 -0.071
C -0.077515 1.664936 -6.766733 0.130 -0.092 0.104 -0.062
C 0.707730 1.425527 -7.884212 -0.164 0.119 -0.103 -0.007
H 3.157021 -0.413285 -6.420353 0.028 0.030 -0.144 0.117
H 1.753103 0.023071 -4.438233 -0.020 -0.011 0.008 0.097
H -0.311582 1.355421 -4.657541 0.018 -0.050 0.018 0.094
H -0.984333 2.246378 -6.862675 0.003 0.008 -0.026 0.106
H 0.416065 1.816963 -8.847552 0.125 -0.057 -0.053 0.118
O -7.857517 0.858113 7.647224 0.003 -0.021 0.060 0.076
N -7.562881 1.143985 6.504749 -0.096 0.033 0.037 -0.357
O -8.339254 1.582495 5.681280 -0.023 0.025 -0.052 0.077
C -6.169025 0.941790 6.088771 0.313 -0.059 -0.099 -0.149
C -5.266170 0.410400 6.993100 0.072 -0.083 0.174 -0.006
C -3.956651 0.201974 6.590320 -0.017 0.046 -0.136 -0.066
C -3.565400 0.527792 5.298161 0.000 -0.005 0.005 -0.065
C -4.481856 1.068425 4.406129 0.037 -0.058 0.135 -0.071
C -5.793939 1.277972 4.799747 -0.020 0.057 -0.188 0.002
H -5.572073 0.157791 7.997435 -0.136 0.040 -0.038 0.118
H -3.241168 -0.217306 7.284216 -0.013 0.004 0.021 0.107
H -2.543231 0.359248 4.984608 -0.001 0.012 -0.003 0.109
H -4.172767 1.323413 3.402921 -0.011 0.048 0.005 0.052
H -6.508298 1.695951 4.106080 -0.098 -0.012 0.103 0.120